This record from the OMol25 dataset describes an isolated molecule of C29H31N3O6. The level of theory is ωB97M-V/def2-TZVPD.

Structure (XYZ):
```
69
C29H31N3O6 (ωB97M-V/def2-TZVPD)
C -6.3865 -0.3289 -3.2373
H -5.3428 -0.6372 -3.1093
O -7.1892 -0.7492 -2.1611
C -6.7950 -0.2046 -0.9226
C -5.4763 -0.7396 -0.4467
C -4.4915 0.0134 0.0301
C -3.1902 -0.5147 0.4376
C -2.5416 -1.4176 -0.3456
C -1.2333 -1.9092 -0.0464
C -0.5303 -2.7273 -0.8857
C 0.8156 -3.1196 -0.6347
O 1.5396 -3.6741 -1.4462
C 1.3833 -2.8451 0.7791
C 0.6602 -1.7928 1.6210
O 1.1849 -1.3412 2.6204
C -0.6823 -1.4197 1.1884
C -1.3869 -0.5251 1.9380
N -2.6057 -0.0675 1.6043
C -3.2222 0.9117 2.4777
H -4.2716 1.0240 2.2048
H -3.1767 0.5318 3.5042
C -2.5045 2.2664 2.4213
C -2.5812 2.9198 1.0345
O -2.0304 2.1134 0.0226
C -0.7658 2.5073 -0.5051
C 0.3725 2.4343 0.5096
H 0.4831 1.4178 0.8776
H 0.2133 3.1137 1.3450
H 1.3011 2.7080 0.0175
C -0.4865 1.5772 -1.6796
H -1.3688 1.4975 -2.3094
H -0.2186 0.5905 -1.3133
H 0.3413 1.9622 -2.2668
H -0.8603 3.5472 -0.8671
H -3.6363 3.0880 0.7762
H -2.0895 3.8997 1.0666
H -2.9651 2.9355 3.1499
H -1.4582 2.1276 2.6938
H -0.9549 -0.1625 2.8605
C 1.4003 -4.1644 1.5534
H 1.8627 -4.0068 2.5252
H 0.3830 -4.5257 1.6851
H 1.9752 -4.8951 0.9898
O 2.7487 -2.4220 0.6282
C 2.8587 -1.2034 0.1145
O 1.9095 -0.4965 -0.1320
C 4.2808 -0.8285 -0.1198
N 4.5636 0.4482 -0.2083
C 5.8485 0.7850 -0.4249
C 6.2100 2.1442 -0.5277
C 7.5180 2.4829 -0.7330
C 8.5110 1.4926 -0.8417
C 8.1928 0.1659 -0.7488
C 6.8538 -0.2177 -0.5414
N 6.5311 -1.5271 -0.4594
C 5.2796 -1.8269 -0.2603
H 5.0203 -2.8745 -0.2101
H 8.9385 -0.6092 -0.8322
H 9.5360 1.7932 -1.0018
H 7.8026 3.5218 -0.8130
H 5.4310 2.8851 -0.4402
H -0.9492 -3.0208 -1.8363
H -3.0073 -1.7412 -1.2626
H -4.6158 1.0854 0.0878
H -5.3719 -1.8139 -0.5149
H -7.5846 -0.5010 -0.2228
H -6.7634 0.8949 -0.9781
H -6.7980 -0.7977 -4.1284
H -6.4184 0.7619 -3.3501
```

Values from the calculation:
Net charge: 0
HOMO-LUMO gap: 7.135 eV
HOMO energy: -7.530 eV
Energy above the lowest of the compared OMol25 structures with the same formula, charge and spin: 232.8 kJ/mol



This record from the OMol25 dataset describes the ion C7H11NPS2 with charge +1 in a non-equilibrium geometry. The level of theory is ωB97M-V/def2-TZVPD.

Structure (XYZ):
```
22
C7H11NPS2 (ωB97M-V/def2-TZVPD)
C -2.4612 3.0498 -0.4106
C -1.6057 2.2106 -0.5943
C -0.5164 0.3913 0.6592
C -0.6449 1.2369 -0.3591
C 1.7385 0.2363 1.2997
C 0.1332 -1.7667 1.3312
C -0.4591 -1.5402 -1.8041
N 0.5698 -0.4904 0.7281
P 1.1282 -1.0657 -1.0689
S 2.0272 2.4374 -1.5210
S 0.6001 1.1503 -1.8128
H -3.4300 3.5326 -0.5172
H -1.0815 0.4597 1.6161
H 2.7019 -0.0306 0.6854
H 1.4960 1.2813 1.2581
H 1.8884 -0.0097 2.2841
H 0.2511 -1.7061 2.4162
H -0.9946 -1.9633 1.2029
H 0.7297 -2.5187 0.9224
H -1.0048 -0.6410 -2.2023
H 0.0350 -1.9824 -2.7350
H -1.1010 -2.2716 -1.3782
```

Values from the calculation:
Net charge: +1
HOMO-LUMO gap: 7.343 eV
HOMO energy: -12.014 eV
Energy above the lowest of the compared OMol25 structures with the same formula, charge and spin: 192.1 kJ/mol



This record from the OMol25 dataset describes a cluster of 4 separate species, C14H28Br2O3 in total in a non-equilibrium geometry. The level of theory is ωB97M-V/def2-TZVPD.

Structure (XYZ):
```
47
C14H28Br2O3 (ωB97M-V/def2-TZVPD)
Br 1.0865 -2.3968 -2.9645
C 1.3795 -2.7584 -4.9801
C 0.3183 -3.8304 -5.2866
Br 0.6084 -4.2558 -7.1984
H 2.3897 -2.9630 -5.3347
H 1.2995 -1.7506 -5.3876
H -0.7026 -3.5467 -5.0310
H 0.4210 -4.7217 -4.6675
C 1.9092 -0.7570 6.5311
C 1.8661 -1.6141 5.3068
C 1.4692 -2.9567 5.8689
O 1.5995 -2.9300 7.2676
C 1.3131 -1.5933 7.6716
H 1.2887 0.1307 6.4083
H 2.8945 -0.3522 6.7624
H 2.9086 -1.6346 4.9894
H 1.2209 -1.1984 4.5328
H 2.0271 -3.7770 5.4173
H 0.4116 -3.0850 5.6385
H 1.9780 -1.3310 8.4945
H 0.2405 -1.4550 7.8073
C -5.1231 -2.2679 0.3148
C -5.5193 -1.6668 -1.0008
C -7.0059 -1.8188 -1.1564
O -7.4248 -2.6339 -0.0587
C -6.4882 -2.5747 0.9448
H -4.4759 -1.6431 0.9303
H -4.4911 -3.1349 0.1227
H -5.0365 -2.2907 -1.7531
H -5.2195 -0.6261 -1.1236
H -7.2078 -2.3613 -2.0800
H -7.4198 -0.8106 -1.1425
H -6.3675 -3.4418 1.5941
H -6.8183 -1.7985 1.6352
C 3.3470 5.0221 -2.7118
C 3.6068 6.3688 -2.1559
C 4.0019 7.1150 -3.4147
O 4.5367 6.1376 -4.3141
C 4.5334 4.7926 -3.6827
H 2.4025 5.1270 -3.2458
H 3.3419 4.1999 -1.9963
H 4.5190 6.4501 -1.5647
H 2.7336 6.7766 -1.6466
H 4.7385 7.8697 -3.1388
H 3.0893 7.5054 -3.8652
H 5.4352 4.6142 -3.0970
H 4.3847 3.8673 -4.2392
```

Values from the calculation:
Net charge: 0
HOMO-LUMO gap: 9.901 eV
HOMO energy: -9.671 eV



This record from the OMol25 dataset describes a cluster of 2 separate species, C5H7ClO in total in a non-equilibrium geometry. The level of theory is ωB97M-V/def2-TZVPD.

Structure (XYZ):
```
14
C5H7ClO (ωB97M-V/def2-TZVPD)
C 0.5193 2.2027 0.8432
C -0.0529 1.2609 0.2772
C -0.1221 0.2170 -1.9319
C -0.6274 -1.2910 1.2885
C -0.3254 0.1461 -0.4854
O -0.8700 -0.9908 -0.0318
Cl 2.2958 -0.5773 0.2019
H 1.0120 2.7793 1.6115
H 0.6198 -0.5637 -2.2056
H 0.1818 1.2386 -2.1924
H -1.0530 -0.2172 -2.3606
H -0.5530 -0.4371 1.8922
H 0.3934 -1.7874 1.2803
H -1.4183 -1.9802 1.8128
```

Values from the calculation:
Net charge: 0
HOMO-LUMO gap (alpha / beta): 6.756 / 6.754 eV
HOMO energy (alpha / beta): -8.512 / -8.511 eV
Energy above the lowest of the compared OMol25 structures with the same formula, charge and spin: 374.7 kJ/mol



This record from the OMol25 dataset describes a structure of composition C22H26FMoN5SSi. The level of theory is ωB97M-V/def2-TZVPD.

Structure (XYZ):
```
57
C22H26FMoN5SSi (ωB97M-V/def2-TZVPD)
Mo 0.0738 0.9029 0.1011
C 3.1031 1.8672 2.4613
C 3.4858 2.3050 1.1920
C 2.5625 2.9026 0.3509
C 1.2453 3.0981 0.7899
C 0.8510 2.6190 2.0484
C 1.7912 1.9994 2.8805
H 3.8386 1.4311 3.1243
H 4.5142 2.1989 0.8727
H 2.8677 3.2804 -0.6162
H 0.5778 3.7373 0.2286
H -0.1308 2.8618 2.4348
H 1.5003 1.6720 3.8701
N -1.5642 4.3780 -2.0346
C -1.4005 3.2937 -1.2879
S -0.4074 1.9659 -1.9141
N -1.9967 3.1880 -0.1316
N -1.7140 2.0003 0.4775
C -2.5186 1.5910 1.3929
C -2.1999 0.3132 1.9944
C -3.0008 -0.3366 2.9130
C -2.6297 -1.6026 3.3438
C -1.4767 -2.1798 2.8330
C -0.7198 -1.4735 1.9159
N -1.0650 -0.2436 1.5135
H -1.1308 4.4611 -2.9381
H -2.2065 5.0970 -1.7366
H -3.3994 2.1686 1.6477
H -3.9042 0.1387 3.2702
H -3.2395 -2.1355 4.0608
H -1.1608 -3.1680 3.1348
H 0.1809 -1.8959 1.4914
C -0.9493 -1.1677 -3.8278
Si -1.1874 -1.4211 -2.0066
C -1.2974 -3.2132 -1.4962
C -2.7708 -0.6027 -1.4574
N 0.2149 -0.6906 -1.0896
C 1.4213 -1.4108 -1.0253
C 1.8602 -2.3847 -1.9313
C 3.0715 -3.0302 -1.7380
C 3.8903 -2.7369 -0.6530
C 3.5004 -1.7640 0.2607
C 2.3013 -1.1621 0.0099
F 1.8460 -0.1305 0.8783
H -1.8316 -1.5601 -4.3409
H -0.0830 -1.6900 -4.2339
H -0.8590 -0.1132 -4.0905
H -1.6238 -3.8205 -2.3437
H -2.0465 -3.3348 -0.7108
H -0.3600 -3.6364 -1.1377
H -3.5702 -1.1211 -1.9965
H -2.8599 0.4540 -1.7046
H -2.9734 -0.7515 -0.3949
H 1.2549 -2.6336 -2.7905
H 3.3859 -3.7773 -2.4536
H 4.8322 -3.2494 -0.5217
H 4.1067 -1.4873 1.1118
```

Values from the calculation:
Net charge: +2
HOMO-LUMO gap (alpha / beta): 6.209 / 6.362 eV
HOMO energy (alpha / beta): -13.835 / -14.290 eV
2S+1: 3
Energy above the lowest of the compared OMol25 structures with the same formula, charge and spin: 46.0 kJ/mol



This record from the OMol25 dataset describes a cluster of 2 separate species, C3H10N2O in total in a non-equilibrium geometry. The level of theory is ωB97M-V/def2-TZVPD.

Structure (XYZ):
```
16
C3H10N2O (ωB97M-V/def2-TZVPD)
C 2.3462 0.6955 -0.7792
C 2.4605 1.8115 0.0119
O 2.6566 3.0925 -0.6687
H 2.1790 -0.3426 -0.2893
H 2.2095 0.6041 -1.8777
H 2.3106 1.7529 1.1958
H 3.0696 2.7909 -1.4824
N -1.6811 -1.4341 -0.8406
C -1.9653 -1.6804 0.5713
N -2.3876 -0.5236 1.3438
H -0.9437 -0.7343 -1.0270
H -2.4574 -0.9251 -1.2069
H -1.0472 -2.1171 0.9237
H -2.7310 -2.4213 0.6919
H -1.6904 0.2090 1.1364
H -2.3282 -0.7780 2.2970
```

Values from the calculation:
Net charge: 0
HOMO-LUMO gap: 10.329 eV
HOMO energy: -9.539 eV
Energy above the lowest of the compared OMol25 structures with the same formula, charge and spin: 264.9 kJ/mol



Number 1: DFT total energy -47330.5184 eV. Number 2: DFT total energy -39875.2520 eV. Number 3: DFT total energy -161196.1802 eV. Number 4: DFT total energy -19864.0688 eV. Number 5: DFT total energy -53959.7904 eV. Number 6: DFT total energy -8298.7589 eV.